[1]
{
  "formula": "C19H40BO9P2",
  "method": "the ωB97M-V functional and the def2-TZVPD basis",
  "total_charge": -1,
  "lumo_energy_ev": 0.56,
  "homo_energy_ev": -4.85,
  "homo_lumo_gap_ha": 0.1990,
  "max_force_ev_per_a": 8.44,
  "species": ["B", "C", "O", "C", "C", "C", "C", "C", "C", "H", "H", "H", "H", "H", "H", "H", "H", "H", "H", "O", "P", "O", "C", "C", "O", "C", "C", "O", "C", "C", "H", "H", "H", "H", "H", "H", "H", "H", "H", "H", "H", "H", "H", "H", "H", "O", "P", "O", "C", "C", "O", "C", "C", "O", "C", "C", "H", "H", "H", "H", "H", "H", "H", "H", "H", "H", "H", "H", "H", "H", "H"],
  "xyz": [[0.193, 0.255, 7.628], [0.721, 1.355, 6.528], [0.917, 0.847, 5.164], [1.607, -0.334, 5.129], [3.034, -0.452, 5.411], [3.709, -1.739, 5.367], [2.971, -2.941, 5.021], [1.538, -2.871, 4.700], [0.895, -1.568, 4.756], [-0.448, -0.582, 7.022], [1.122, -0.360, 8.114], [-0.532, 0.710, 8.472], [-0.057, 2.167, 6.447], [1.643, 1.856, 6.954], [3.631, 0.451, 5.681], [4.799, -1.853, 5.570], [3.424, -3.960, 4.974], [0.918, -3.752, 4.435], [-0.195, -1.422, 4.546], [1.618, -2.838, -2.246], [0.596, -2.787, -1.135], [0.462, -4.407, -0.828], [1.595, -5.122, -0.356], [1.871, -4.825, 1.107], [-0.749, -2.595, -2.073], [-0.639, -2.161, -3.423], [-0.513, -3.339, -4.372], [-0.423, -2.470, 0.171], [0.087, -1.779, 1.316], [1.143, -0.742, 1.002], [2.471, -4.898, -0.970], [1.370, -6.184, -0.472], [2.215, -3.794, 1.232], [2.646, -5.486, 1.500], [0.967, -4.948, 1.705], [0.190, -1.461, -3.537], [-1.551, -1.605, -3.660], [0.237, -4.057, -4.037], [-0.245, -2.999, -5.375], [-1.458, -3.883, -4.430], [0.468, -2.506, 2.035], [-0.762, -1.284, 1.793], [2.016, -1.194, 0.513], [1.483, -0.258, 1.919], [0.746, 0.022, 0.327], [-1.883, 5.215, -3.090], [-2.014, 3.760, -3.474], [-0.536, 3.544, -4.183], [0.641, 3.692, -3.402], [0.858, 2.499, -2.489], [-2.920, 3.965, -4.836], [-3.620, 5.182, -5.070], [-2.767, 6.166, -5.850], [-2.328, 2.110, -3.666], [-2.460, 1.272, -2.517], [-3.086, 1.951, -1.316], [0.602, 4.620, -2.825], [1.477, 3.769, -4.099], [0.095, 2.472, -1.704], [1.835, 2.551, -2.003], [0.793, 1.565, -3.049], [-3.973, 5.612, -4.131], [-4.511, 4.937, -5.654], [-1.764, 6.262, -5.430], [-3.233, 7.154, -5.865], [-2.640, 5.826, -6.880], [-1.481, 0.861, -2.259], [-3.085, 0.427, -2.810], [-2.493, 2.814, -0.989], [-3.154, 1.253, -0.480], [-4.089, 2.311, -1.555]],
  "atomic_forces_ev_per_a": [[0.208, -0.565, -0.756], [-0.624, 1.232, 1.702], [0.939, -0.826, -0.002], [1.019, -2.419, -0.236], [-0.545, -1.036, -0.244], [-1.940, -0.465, -0.651], [-1.521, 0.933, -0.247], [1.210, 2.672, 0.609], [1.132, 0.314, 0.281], [-0.387, -0.210, -0.169], [0.296, -0.044, 0.262], [-0.101, 0.515, 0.343], [0.794, -0.696, -0.400], [-0.476, -0.351, -1.001], [-0.721, -0.805, -0.216], [-1.060, 0.372, -0.102], [-0.073, 1.126, 0.158], [0.719, 0.591, 0.269], [1.109, -0.358, 0.282], [1.611, 2.450, 2.642], [-5.385, -5.239, -3.509], [0.566, 0.395, 0.368], [0.100, -0.251, 0.159], [0.058, 0.122, -0.036], [0.182, 0.842, 0.525], [0.079, -0.148, -0.294], [-0.056, -0.206, -0.054], [3.001, 1.984, -0.423], [-0.069, 0.167, 0.901], [-0.102, 0.007, -0.215], [-0.021, 0.023, -0.046], [-0.112, 0.074, -0.112], [0.055, -0.016, 0.078], [-0.003, 0.051, -0.022], [0.008, -0.049, -0.030], [0.059, -0.159, -0.012], [-0.047, -0.052, 0.180], [0.104, 0.224, 0.039], [-0.040, 0.002, 0.014], [-0.023, 0.069, -0.021], [0.052, 0.017, -0.026], [-0.068, -0.104, -0.103], [0.053, -0.061, 0.071], [0.006, -0.061, -0.019], [-0.007, 0.015, 0.032], [-0.900, -1.810, 3.432], [1.812, 1.251, -8.152], [-0.068, -0.147, 0.803], [0.286, -0.045, 0.026], [-0.073, 0.001, 0.094], [-0.504, -0.486, 0.791], [0.069, 0.336, -0.127], [0.156, 0.017, -0.158], [-0.771, 1.426, 3.208], [0.041, -0.763, 0.286], [-0.073, 0.159, -0.187], [-0.038, 0.023, -0.023], [-0.135, 0.034, -0.093], [0.042, 0.002, 0.066], [-0.054, 0.016, 0.008], [0.053, 0.035, -0.042], [0.169, 0.029, -0.024], [0.087, -0.202, 0.016], [-0.152, 0.004, 0.194], [-0.010, -0.030, -0.023], [-0.074, 0.006, 0.004], [0.025, 0.026, 0.023], [0.036, 0.070, -0.151], [0.076, -0.044, 0.057], [0.020, 0.059, -0.016], [0.004, -0.044, 0.020]],
  "mulliken_charge": [0.19, -0.58, -0.41, 0.19, -0.44, -0.46, -0.50, -0.56, -0.06, -0.22, -0.21, -0.20, 0.13, 0.19, 0.33, 0.31, 0.31, 0.44, 0.57, -0.78, 1.14, -0.37, -0.44, -0.88, -0.36, -0.04, -1.30, -0.35, 0.13, -0.97, 0.28, 0.35, 0.22, 0.47, 0.21, 0.27, 0.25, 0.31, 0.36, 0.31, -0.05, 0.37, 0.35, 0.29, 0.22, -0.77, 1.11, -0.36, -0.53, -0.76, -0.32, -0.32, -1.03, -0.36, 0.16, -1.38, 0.29, 0.37, 0.19, 0.48, 0.16, 0.32, 0.35, 0.28, 0.34, 0.28, 0.01, 0.32, 0.39, 0.40, 0.38]
}

[2]
{
  "formula": "C19H40FNO2S",
  "method": "the ωB97M-V functional and the def2-TZVPD basis",
  "lumo_energy_ev": -1.83,
  "homo_energy_ev": -3.87,
  "homo_lumo_gap_ha": 0.0750,
  "max_force_ev_per_a": 2.14,
  "species": ["C", "C", "C", "C", "C", "C", "C", "O", "S", "C", "C", "C", "F", "H", "H", "H", "H", "H", "H", "H", "H", "H", "H", "H", "H", "H", "H", "H", "H", "H", "H", "H", "H", "H", "H", "C", "C", "C", "C", "C", "C", "N", "O", "C", "C", "C", "H", "H", "H", "H", "H", "H", "H", "H", "H", "H", "H", "H", "H", "H", "H", "H", "H", "H"],
  "xyz": [[-3.612, -3.109, -4.016], [-2.907, -1.677, -3.984], [-1.925, -1.636, -5.233], [-2.151, -1.431, -2.616], [-1.233, -0.131, -2.646], [-2.073, 1.055, -3.265], [-0.683, 0.199, -1.195], [0.420, 1.144, -1.319], [-0.028, 2.715, -0.742], [0.913, 3.905, -1.777], [0.119, 4.563, -2.965], [-1.357, 4.974, -2.652], [0.190, 3.800, -4.150], [-2.925, -3.937, -3.723], [-4.524, -3.039, -3.368], [-3.988, -3.262, -5.062], [-3.727, -0.927, -4.112], [-2.195, -2.472, -5.933], [-2.004, -0.693, -5.834], [-0.862, -1.714, -4.884], [-1.543, -2.340, -2.338], [-2.897, -1.271, -1.784], [-0.342, -0.328, -3.290], [-2.277, 0.922, -4.354], [-3.065, 1.062, -2.741], [-1.504, 2.016, -3.143], [-0.244, -0.752, -0.809], [-1.497, 0.591, -0.532], [-1.386, 2.810, -0.955], [1.761, 3.315, -2.236], [1.393, 4.695, -1.142], [0.665, 5.517, -3.212], [-1.735, 5.518, -3.564], [-2.060, 4.125, -2.487], [-1.381, 5.742, -1.830], [1.117, -1.110, 5.865], [1.558, -1.853, 4.589], [0.367, -1.960, 3.618], [-0.046, -0.650, 2.950], [1.108, 0.342, 2.798], [2.510, -0.291, 2.804], [2.665, -1.054, 4.038], [3.880, -1.633, 4.154], [3.513, 0.875, 2.818], [2.724, -1.092, 1.508], [1.907, -3.294, 4.994], [1.936, -1.054, 6.585], [0.280, -1.620, 6.355], [0.797, -0.087, 5.651], [0.608, -2.683, 2.833], [-0.502, -2.382, 4.135], [-0.475, -0.877, 1.967], [-0.850, -0.176, 3.522], [0.959, 0.927, 1.886], [1.042, 1.066, 3.617], [3.433, 1.447, 3.746], [3.321, 1.562, 1.987], [4.543, 0.527, 2.723], [2.598, -0.441, 0.634], [2.019, -1.919, 1.397], [3.731, -1.508, 1.456], [1.035, -3.785, 5.439], [2.703, -3.329, 5.738], [2.214, -3.888, 4.131]],
  "atomic_forces_ev_per_a": [[-0.460, 1.378, -0.005], [0.339, -1.119, -0.349], [-0.147, 0.254, 0.199], [0.064, 0.533, 0.048], [-0.706, -0.144, -0.092], [0.484, -0.283, 0.480], [-0.226, -1.028, -1.631], [-0.655, -0.094, -0.285], [0.539, 0.861, 1.883], [-0.077, -0.339, -1.739], [-0.082, 1.199, 0.279], [0.218, 0.610, -0.957], [-0.202, 0.103, 1.189], [-0.578, 0.638, -0.163], [0.867, -0.519, -0.294], [0.366, -0.084, 0.945], [0.737, -0.490, 0.120], [0.554, 0.743, 0.673], [0.052, -0.712, 0.618], [-0.913, -0.194, -0.536], [-0.520, 0.858, -0.354], [0.526, -0.307, -0.792], [-0.595, 0.209, 0.558], [0.290, 0.046, 0.906], [0.787, 0.383, -0.354], [-0.729, -0.780, -0.154], [-0.374, 0.932, 0.144], [0.656, -0.390, -0.307], [0.917, 0.046, -0.813], [-0.852, 0.358, 0.503], [-0.843, -0.865, -0.191], [-0.365, -0.897, 0.284], [0.353, -0.602, 0.831], [0.659, 0.613, 0.086], [0.040, -1.021, -0.549], [-0.361, -0.018, 0.252], [-1.024, 0.082, 0.565], [-0.082, -0.025, -0.311], [-0.194, 0.049, -0.083], [-0.222, 0.106, 0.208], [-0.518, 0.801, -0.245], [1.306, -1.023, -0.364], [-0.581, 0.416, -0.082], [0.295, 0.003, 0.007], [0.101, -0.280, -0.225], [0.512, 0.038, -0.098], [0.085, -0.032, -0.163], [0.023, -0.036, -0.049], [0.046, -0.031, -0.084], [0.175, -0.017, 0.129], [0.175, -0.009, 0.126], [-0.005, -0.037, 0.049], [0.042, 0.004, -0.027], [0.218, -0.036, -0.074], [0.223, -0.063, 0.017], [-0.044, -0.134, 0.004], [-0.110, -0.114, -0.026], [-0.120, -0.125, 0.106], [-0.060, 0.095, 0.105], [-0.007, 0.033, 0.099], [-0.048, 0.006, 0.233], [-0.115, 0.232, -0.111], [0.059, 0.110, -0.178], [0.104, 0.109, 0.039]],
  "nbo_charge": [-0.61, -0.21, -0.63, -0.41, -0.23, -0.63, -0.09, -0.69, 0.70, -0.60, 0.20, -0.67, -0.36, 0.21, 0.21, 0.21, 0.20, 0.22, 0.21, 0.21, 0.21, 0.20, 0.22, 0.23, 0.20, 0.20, 0.23, 0.17, 0.15, 0.28, 0.27, 0.19, 0.24, 0.22, 0.23, -0.60, 0.10, -0.41, -0.40, -0.40, 0.10, -0.09, -0.63, -0.60, -0.63, -0.60, 0.22, 0.19, 0.20, 0.20, 0.21, 0.19, 0.20, 0.19, 0.20, 0.21, 0.18, 0.23, 0.19, 0.20, 0.23, 0.19, 0.23, 0.21]
}

[3]
{
  "formula": "C19H40O12PS",
  "method": "the ωB97M-V functional and the def2-TZVPD basis",
  "total_charge": 1,
  "lumo_energy_ev": -3.63,
  "relative_energy_ev": 0.1673,
  "homo_energy_ev": -11.49,
  "homo_lumo_gap_ha": 0.2889,
  "max_force_ev_per_a": 1.04,
  "species": ["O", "C", "O", "C", "C", "S", "P", "O", "O", "H", "H", "H", "H", "H", "H", "H", "H", "O", "C", "O", "C", "C", "C", "H", "H", "H", "H", "H", "H", "H", "H", "O", "C", "O", "C", "C", "C", "H", "H", "H", "H", "H", "H", "H", "H", "O", "C", "O", "C", "C", "C", "H", "H", "H", "H", "H", "H", "H", "H", "O", "C", "O", "C", "C", "C", "H", "H", "H", "H", "H", "H", "H", "H"],
  "xyz": [[1.954, -0.307, -0.287], [1.136, -0.139, -1.132], [0.457, -1.182, -1.697], [-0.956, -1.060, -1.598], [-1.396, -1.759, -0.305], [-3.174, -2.081, -0.332], [-4.411, -0.413, -1.115], [-4.229, -0.714, -2.682], [-3.384, 0.789, -0.874], [0.860, 0.845, -1.537], [-1.393, -1.536, -2.480], [-1.234, 0.000, -1.565], [-0.873, -2.717, -0.212], [-1.142, -1.166, 0.579], [-3.497, -2.008, 0.973], [-3.848, -1.562, -2.949], [-3.877, 1.608, -0.689], [8.731, 0.747, -0.435], [7.646, 0.457, -0.849], [6.723, -0.009, 0.023], [5.353, -0.209, -0.324], [5.111, -1.563, -0.957], [7.306, 0.527, -2.321], [4.991, 0.610, -0.948], [4.814, -0.142, 0.620], [5.646, -1.671, -1.901], [4.047, -1.707, -1.145], [5.459, -2.356, -0.294], [7.629, -0.399, -2.795], [7.866, 1.352, -2.754], [6.252, 0.685, -2.533], [-1.020, 1.826, -3.099], [-0.298, 2.684, -3.552], [-0.518, 3.949, -3.189], [0.366, 5.034, -3.530], [0.062, 5.606, -4.897], [0.777, 2.364, -4.562], [1.406, 4.722, -3.432], [0.186, 5.781, -2.761], [0.219, 4.872, -5.688], [0.704, 6.464, -5.095], [-0.978, 5.928, -4.948], [0.324, 2.352, -5.553], [1.163, 1.370, -4.349], [1.612, 3.059, -4.563], [-3.144, 0.171, 2.232], [-4.144, 0.532, 2.807], [-5.249, -0.210, 2.655], [-6.454, 0.007, 3.418], [-7.341, 1.059, 2.790], [-4.187, 1.809, 3.604], [-6.209, 0.234, 4.454], [-6.955, -0.958, 3.415], [-6.857, 2.035, 2.767], [-8.269, 1.152, 3.353], [-7.584, 0.784, 1.763], [-4.395, 2.636, 2.925], [-3.207, 1.964, 4.048], [-4.925, 1.810, 4.401], [0.337, -6.226, 4.342], [0.737, -5.114, 4.157], [-0.008, -4.290, 3.373], [0.266, -2.900, 3.220], [1.285, -2.626, 2.133], [2.060, -4.625, 4.697], [0.550, -2.446, 4.170], [-0.698, -2.464, 2.946], [2.259, -3.051, 2.372], [1.405, -1.551, 1.990], [0.965, -3.069, 1.188], [2.846, -4.917, 4.001], [2.236, -5.121, 5.647], [2.112, -3.552, 4.861]],
  "atomic_forces_ev_per_a": [[0.246, -0.005, -0.146], [-0.032, 0.097, 0.214], [-0.120, -0.222, 0.191], [-0.015, 0.409, 0.000], [0.761, 0.291, 0.247], [0.249, -1.008, 0.011], [-0.712, 0.591, 0.116], [0.355, -0.460, 0.164], [-0.244, 0.286, -0.069], [-0.180, -0.054, -0.028], [0.111, 0.085, 0.031], [-0.118, -0.238, -0.265], [-0.376, -0.017, -0.094], [-0.255, 0.049, -0.149], [0.003, 0.366, 0.075], [-0.141, 0.171, -0.250], [0.396, -0.075, 0.072], [-0.011, 0.008, 0.016], [0.046, -0.111, -0.110], [0.004, 0.093, 0.129], [-0.134, -0.083, -0.021], [0.132, -0.053, -0.099], [-0.138, 0.261, 0.031], [0.017, -0.020, -0.035], [0.043, 0.022, 0.026], [-0.030, 0.041, -0.023], [-0.011, 0.002, 0.036], [-0.032, 0.015, 0.041], [-0.002, -0.019, -0.002], [0.113, -0.070, 0.011], [-0.004, -0.110, 0.004], [0.116, -0.076, 0.110], [-0.118, 0.010, -0.257], [0.005, -0.002, 0.214], [0.089, 0.183, -0.125], [-0.096, -0.135, -0.046], [0.213, -0.021, 0.248], [-0.017, -0.051, -0.021], [-0.057, -0.045, 0.037], [0.066, 0.012, 0.001], [0.003, 0.012, 0.016], [0.012, 0.048, 0.024], [-0.008, 0.012, -0.017], [-0.112, -0.051, -0.058], [-0.061, 0.060, -0.076], [0.087, -0.196, -0.229], [-0.122, 0.127, 0.017], [0.105, -0.144, -0.016], [-0.270, 0.071, 0.083], [0.150, 0.059, -0.120], [0.083, -0.183, 0.270], [0.059, 0.028, -0.024], [0.067, -0.037, -0.045], [-0.021, 0.012, 0.070], [-0.008, -0.018, 0.006], [-0.051, -0.036, 0.022], [-0.021, 0.012, -0.007], [0.048, 0.034, -0.115], [-0.074, 0.033, -0.081], [-0.027, 0.013, -0.012], [0.160, -0.053, -0.041], [-0.191, -0.013, 0.002], [0.065, 0.085, -0.090], [0.005, -0.041, 0.039], [-0.146, 0.148, 0.215], [0.038, -0.031, 0.003], [-0.015, -0.004, 0.036], [0.015, 0.045, 0.048], [0.039, -0.008, -0.025], [0.002, 0.010, -0.004], [0.009, 0.002, -0.016], [0.028, -0.113, -0.061], [0.031, -0.001, -0.100]],
  "mulliken_charge": [-0.40, 0.15, -0.36, -0.68, 0.01, -0.14, 0.45, -0.42, -0.38, 0.36, 0.11, 0.54, 0.43, 0.30, 0.27, 0.34, 0.36, -0.54, 0.69, -0.37, -0.33, -0.81, -0.87, 0.36, 0.24, 0.29, 0.18, 0.30, 0.24, 0.30, 0.29, -0.62, 0.79, -0.37, -0.38, -0.96, -1.03, 0.35, 0.31, 0.28, 0.36, 0.30, 0.32, 0.30, 0.37, -0.51, 0.85, -0.35, -0.42, -0.99, -1.20, 0.39, 0.34, 0.27, 0.38, 0.28, 0.28, 0.34, 0.38, -0.55, 0.68, -0.37, -0.43, -0.66, -0.87, 0.41, 0.12, 0.40, 0.21, 0.18, 0.25, 0.31, 0.31]
}